Here is one molecule with the formula C5H13NOSi in a non-equilibrium geometry from the OMol25 dataset. Energies are from the ωB97M-V functional and the def2-TZVPD basis.

Calculated values
SMILES string: C=C[Si@H](OC)N(C)C
gap between HOMO and LUMO: 9.1 eV

The geometry in XYZ format:
```
21
Properties=species:S:1:pos:R:3:forces:R:3
C -1.765 2.078 -1.596 1.811 -1.851 -1.859
C -1.677 1.049 -0.794 1.967 -1.127 0.116
Si -0.479 -0.434 -0.790 1.740 0.885 0.928
O -1.295 -1.261 0.374 0.038 -1.606 -0.029
C -1.071 -2.510 1.046 1.555 -0.783 -0.812
N 1.426 -0.060 -0.116 -3.646 -1.140 -2.714
C 1.673 1.338 -0.352 3.000 -0.972 -2.047
C 1.717 -0.389 1.252 1.840 0.866 -1.701
H -2.412 2.802 -1.388 -2.669 3.121 0.883
H -1.289 2.193 -2.554 0.513 -0.215 -0.176
H -2.251 1.134 0.090 -0.631 -0.207 1.017
H -0.438 -1.035 -2.198 0.275 0.164 0.957
H -0.985 -3.482 0.450 -0.452 1.583 -0.145
H -1.855 -2.691 1.757 -0.298 0.278 0.419
H -0.076 -2.465 1.520 -0.688 -0.061 0.310
H 1.065 1.686 -1.170 -0.067 0.456 -0.365
H 1.508 1.922 0.506 -0.353 1.121 1.229
H 2.805 1.463 -0.669 -1.950 0.106 0.590
H 1.304 -1.288 1.513 -1.030 -2.058 0.853
H 2.820 -0.484 1.404 -0.647 0.410 0.071
H 1.274 0.432 1.715 -0.310 1.028 2.476
```
Forces are in eV/Å.



Here is an isolated ion of composition C4H9N2O2S and charge +1 in a non-equilibrium geometry from the OMol25 dataset. Energies are from the ωB97M-V functional and the def2-TZVPD basis.

Calculated values
total charge: +1
SMILES string: C=N/C(=[NH+]/C)S(C)(=O)=O
gap between HOMO and LUMO: 9.5 eV

The geometry in XYZ format:
```
18
Properties=species:S:1:pos:R:3:forces:R:3
C 2.357 -0.163 1.815 0.171 -0.858 0.914
N 1.863 0.655 1.020 -4.778 1.808 -2.971
C 0.330 0.507 0.422 4.975 -1.057 2.394
N -0.624 1.273 0.764 0.660 0.203 0.087
C -1.968 1.151 0.252 -1.307 -0.077 -0.559
S 0.198 -1.141 -0.478 -0.643 0.014 -0.192
C -0.080 -0.835 -2.221 0.095 -0.044 0.624
O 1.451 -1.767 -0.254 0.203 0.106 -0.358
O -0.982 -1.651 0.155 -0.062 -0.130 -0.210
H 3.400 0.018 2.052 0.088 -0.036 0.101
H 1.862 -0.998 2.296 -0.120 -0.145 -0.036
H -0.476 2.003 1.466 0.337 -0.215 -0.145
H -2.092 1.717 -0.674 0.137 0.065 0.108
H -2.667 1.543 0.988 0.113 -0.010 0.010
H -2.193 0.098 0.069 0.005 0.289 0.111
H 0.095 -1.786 -2.716 0.051 -0.175 0.053
H -1.105 -0.522 -2.375 -0.144 0.092 0.083
H 0.631 -0.104 -2.580 0.218 0.170 -0.013
```
Forces are in eV/Å.



Calculated values (a.u.) of total energy for the records, taken in order: -617.72960; -815.62438.
Calculated values (eV) of highest occupied orbital energy for the records, taken in order: -8.116; -14.619.
Calculated values (kcal per mole) of ΔE to the lowest compared entry with this formula, charge and spin for the records, taken in order: 74.73; 59.84.